Record 1
The following is a quantum chemistry calculation of a 13-piece molecular cluster, H26O13 overall in a non-equilibrium geometry, from the OMol25 dataset.

Positions of all 39 atoms, in Å:
H1 3.74 0.97 -0.77
O1 -2.97 -1.94 -1.30
O2 2.03 -1.60 2.30
H2 0.11 0.27 -0.04
O3 3.00 1.55 -0.60
O4 0.06 -0.64 -0.54
H3 -2.95 2.90 -1.37
H4 -2.28 -2.02 -0.73
H5 -3.10 -2.46 -2.08
O5 0.84 0.45 3.99
H6 -3.41 0.53 1.05
H7 1.55 -2.85 -3.18
O6 0.06 -3.16 -0.31
O7 -2.67 2.41 -0.57
H8 -3.45 -0.22 -0.26
H9 0.00 0.63 4.49
H10 0.06 2.45 -2.01
O8 -1.11 2.09 1.74
H11 2.14 1.02 -0.79
H12 -1.32 1.87 0.82
H13 -0.45 1.02 -1.98
H14 -0.11 2.19 1.79
H15 0.21 -2.29 -2.57
H16 2.56 -1.79 3.05
H17 -3.43 2.57 -0.05
O9 1.74 2.68 1.59
O10 -0.40 1.79 -1.48
H18 -0.78 -1.11 -0.43
H19 0.33 -2.57 0.36
O11 0.60 -2.76 -3.28
H20 1.11 -1.74 2.33
O12 2.55 -0.89 -2.36
H21 2.38 -1.14 -1.33
O13 -3.29 -0.32 0.66
H22 1.70 -0.45 -2.50
H23 2.70 2.52 1.72
H24 -0.07 -4.02 0.15
H25 0.64 0.45 3.09
H26 1.69 3.62 1.40

Summary:
LUMO level: 0.060 eV
energy above the lowest of the compared OMol25 structures with the same formula, charge and spin: 92.20 kcal per mole
Kohn-Sham gap: 10.7 eV


Record 2
The following is a quantum chemistry calculation of a 2-piece molecular cluster, C4H4N2 overall in a non-equilibrium geometry, from the OMol25 dataset.

Positions of all 10 atoms, in Å:
C1 0.86 -0.30 -0.26
N1 -0.48 -2.32 0.29
C2 0.55 1.14 -0.30
C3 -0.56 1.19 0.52
H1 -1.21 1.92 0.94
H2 -1.47 -0.53 -0.56
H3 1.47 -0.43 0.65
C4 -0.60 -0.10 -0.02
H4 0.88 1.83 -1.09
N2 0.53 -2.39 -0.17

Summary:
LUMO level (spin up / spin down): 0.538 / 0.538 eV
energy above the lowest of the compared OMol25 structures with the same formula, charge and spin: 144.69 kcal per mole
Kohn-Sham gap (spin up / spin down): 7.5 / 7.5 eV


Record 3
The following is a quantum chemistry calculation of C35H28MnN4O7P2 as an isolated structure, from the OMol25 dataset.

Positions of all 77 atoms, in Å:
C1 -1.19 3.93 0.28
C2 3.66 -0.97 2.62
H1 1.59 -6.01 -0.07
H2 -2.00 0.96 5.01
N1 7.32 -1.43 2.91
H3 2.36 4.29 -3.39
C3 5.85 -1.13 0.96
C4 -4.73 1.83 -2.70
H4 -2.79 -1.08 -0.64
H5 5.02 -1.23 4.25
C5 4.90 -1.14 3.18
C6 1.20 -4.25 -1.23
C7 -1.92 -0.78 -1.24
C8 -3.15 1.97 0.25
C9 0.11 -3.21 1.12
H6 -1.72 -1.57 -1.97
C10 -1.23 3.01 -0.75
O1 3.36 -0.38 -1.60
C11 0.66 -2.98 -1.22
C12 0.63 -4.49 1.09
N2 1.36 1.36 -2.27
C13 -0.70 1.31 3.35
C14 1.18 -5.01 -0.07
H7 0.63 -5.08 2.00
O2 8.25 -1.51 2.14
C15 -2.38 -0.41 3.41
C16 -0.32 0.90 2.08
O3 7.39 -1.49 4.11
C17 1.98 3.31 -3.16
H8 -0.19 2.13 3.82
C18 -1.72 0.65 4.02
H9 -0.51 3.07 -1.56
H10 -3.92 1.21 0.24
H11 1.64 -4.65 -2.14
H12 -2.10 4.59 2.10
H13 -0.43 4.71 0.29
H14 0.48 1.42 1.57
C19 -2.13 3.87 1.30
C20 4.52 -0.82 -1.09
H15 -7.69 0.45 -3.58
C21 -2.20 2.01 -0.78
N3 2.50 -0.98 3.52
C22 4.59 -0.91 0.41
H16 -6.34 -1.61 -3.35
O4 2.60 -0.36 4.56
H17 -2.53 -1.65 1.68
H18 -0.26 -2.80 2.04
Mn1 1.72 -0.08 -0.88
C23 0.11 -2.45 -0.05
O5 2.26 -0.50 0.80
P1 -2.19 0.82 -2.16
H19 -3.99 -1.48 -2.71
N4 1.32 2.54 -4.10
H20 -4.29 2.80 -2.51
P2 -0.47 -0.74 -0.15
C24 -5.89 -0.64 -3.16
C25 0.98 1.38 -3.53
H21 0.43 0.61 -4.03
H22 1.14 2.80 -5.05
H23 6.71 -1.22 0.31
H24 -3.18 -0.92 3.93
H25 2.43 2.82 -1.07
O6 1.51 -1.59 3.16
C26 2.00 2.57 -2.03
C27 -6.65 0.51 -3.30
C28 -3.97 0.67 -2.55
H26 -3.84 2.84 2.07
H27 -6.64 2.65 -3.17
C29 -4.56 -0.56 -2.79
O7 5.43 -1.11 -1.80
C30 -2.01 -0.82 2.14
C31 -0.97 -0.17 1.48
C32 3.48 -0.79 1.24
C33 -6.06 1.75 -3.07
H28 0.67 -2.40 -2.15
C34 -3.11 2.88 1.28
C35 5.99 -1.22 2.33

Summary:
LUMO level (spin up / spin down): -4.487 / -3.841 eV
Kohn-Sham gap (spin up / spin down): 6.7 / 7.4 eV
net charge: +1
spin multiplicity: 5


Record 4
The following is a quantum chemistry calculation of the molecule C5H10O2, from the OMol25 dataset.

Positions of all 17 atoms, in Å:
H1 -0.57 1.55 0.86
H2 -3.05 0.06 0.42
C1 0.26 -0.51 -0.38
O1 -0.92 1.57 -0.04
C2 -1.08 0.22 -0.43
H3 2.82 -0.74 0.66
H4 -1.42 0.25 -1.47
C3 -2.11 -0.48 0.45
H5 0.15 -1.53 -0.79
H6 -2.28 -1.52 0.14
H7 2.28 0.89 1.16
H8 2.08 -0.23 -1.66
H9 1.31 1.28 -1.09
C4 2.01 0.00 0.57
C5 1.51 0.24 -0.86
O2 0.75 -0.55 0.98
H10 -1.74 -0.50 1.48

Summary:
LUMO level: 1.038 eV
SMILES: C[C@@H](O)[C@H]1CCO1
energy above the lowest of the compared OMol25 structures with the same formula, charge and spin: 45.26 kcal per mole
Kohn-Sham gap: 10.8 eV


Record 5
The following is a quantum chemistry calculation of C22H11Br2Cl5IMnN2O3S as an isolated structure, from the OMol25 dataset.

Positions of all 48 atoms, in Å:
H1 -0.50 -2.14 -2.20
H2 -1.30 0.63 5.17
C1 0.03 4.75 -3.85
C2 -4.34 0.34 -0.15
C3 4.12 -0.38 3.36
H3 5.15 -0.56 3.63
C4 0.79 0.28 4.92
N1 0.22 0.28 2.22
C5 3.77 -0.39 2.00
Br1 5.11 -0.73 0.73
I1 -0.61 -5.06 -3.24
C6 1.84 0.07 3.99
H4 0.15 -2.26 1.86
C7 -0.14 -4.88 -0.25
C8 0.04 -4.21 0.95
C9 3.20 -0.16 4.34
C10 -2.91 0.75 -0.71
H5 0.19 -4.75 1.87
Cl1 -5.60 1.47 -0.67
S1 0.50 2.86 -0.28
C11 -0.49 0.47 4.48
N2 -0.16 -2.12 -0.16
Cl2 -4.70 -1.28 -0.82
C12 1.50 0.08 2.63
O1 -2.91 1.32 -1.78
H6 -0.13 -5.96 -0.29
C13 -0.34 -2.75 -1.32
C14 0.07 2.42 -4.32
H7 0.02 1.58 -5.01
C15 0.20 4.47 -2.50
C16 -0.03 3.72 -4.78
H8 -0.04 5.78 -4.16
C17 -0.74 0.47 3.08
C18 0.24 2.19 -2.97
Mn1 0.11 0.30 -0.05
H9 1.01 0.28 5.98
Cl3 0.26 5.85 -1.43
C19 0.02 -2.83 0.95
Cl4 0.39 0.49 -2.52
H10 -1.73 0.62 2.68
C20 -0.33 -4.14 -1.40
H11 -0.16 3.93 -5.83
Br2 3.74 -0.18 6.16
Cl5 -4.40 0.22 1.63
O2 2.08 -0.19 0.34
C21 2.47 -0.17 1.55
O3 -1.97 0.28 -0.02
C22 0.30 3.17 -1.97

Summary:
LUMO level (spin up / spin down): 1.823 / 1.821 eV
Kohn-Sham gap (spin up / spin down): 6.4 / 6.4 eV
net charge: -1
spin multiplicity: 6


Record 6
The following is a quantum chemistry calculation of the molecule CHNO2S in a non-equilibrium geometry, from the OMol25 dataset.

Positions of all 6 atoms, in Å:
O1 -0.78 -0.08 -0.92
O2 1.33 -0.18 -0.07
S1 -1.43 1.32 1.37
C1 -0.93 0.31 0.30
N1 0.08 -0.79 0.12
H1 1.73 -0.59 -0.80

Summary:
LUMO level: 0.123 eV
SMILES: ON1OC1=S
energy above the lowest of the compared OMol25 structures with the same formula, charge and spin: 76.48 kcal per mole
Kohn-Sham gap: 9.8 eV


Record 7
The following is a quantum chemistry calculation of a 2-piece molecular cluster, C5H17N2 overall, from the OMol25 dataset.

Positions of all 24 atoms, in Å:
H1 -0.26 -1.49 1.89
H2 -0.82 -1.50 0.35
H3 2.71 -0.49 -2.88
C1 1.87 1.07 -0.87
H4 2.95 1.13 -1.01
H5 0.55 1.59 0.80
C2 -2.96 0.01 0.54
H6 -2.42 0.87 0.15
H7 1.45 1.87 -1.47
N1 -0.79 -0.95 1.21
N2 1.70 -0.42 -2.79
H8 1.32 -1.28 -3.17
H9 -2.10 0.04 2.52
C3 -2.19 -0.63 1.68
H10 2.21 2.08 1.03
H11 -3.16 -0.69 -0.26
H12 1.84 0.39 1.19
H13 1.71 -1.09 -0.75
H14 -2.63 -1.56 2.02
H15 0.26 -0.25 -1.33
C4 1.35 -0.26 -1.39
H16 -3.92 0.37 0.91
H17 -0.25 -0.10 1.00
C5 1.59 1.29 0.62

Summary:
LUMO level: -3.414 eV
energy above the lowest of the compared OMol25 structures with the same formula, charge and spin: 21.28 kcal per mole
Kohn-Sham gap: 9.1 eV
net charge: +1


Record 8
The following is a quantum chemistry calculation of the molecule C5H5BrFIN2 in a non-equilibrium geometry, from the OMol25 dataset.

Positions of all 15 atoms, in Å:
H1 0.54 -1.38 -2.01
I1 -4.42 1.29 -0.25
N1 -0.05 0.87 0.19
H2 2.03 0.25 0.95
H3 2.76 -0.19 -0.67
C1 1.97 -0.43 0.09
C2 -2.30 2.07 -0.42
N2 0.67 -0.05 -0.41
C3 -1.16 0.99 -0.54
Br1 -2.40 -0.19 -2.90
H4 -2.01 2.72 0.48
C4 -1.13 0.14 -1.64
F1 -2.24 2.96 -1.46
C5 0.10 -0.53 -1.55
H5 2.06 -1.39 0.45

Summary:
LUMO level: 0.058 eV
SMILES: Cn1cc(Br)c([C@@H](F)I)n1
energy above the lowest of the compared OMol25 structures with the same formula, charge and spin: 0.00 kcal per mole
Kohn-Sham gap: 9.2 eV


Record 9
The following is a quantum chemistry calculation of a 2-piece molecular cluster, C7H12N4O overall in a non-equilibrium geometry, from the OMol25 dataset.

Positions of all 24 atoms, in Å:
H1 0.84 -0.50 -3.74
H2 1.48 3.57 -1.58
C1 1.16 3.01 -0.69
H3 -0.41 -1.43 -2.88
C2 0.08 -0.72 1.34
N1 -2.43 -2.43 3.22
N2 -0.43 0.31 -0.85
H4 1.46 3.54 0.21
H5 0.68 -1.44 0.81
C3 -1.43 -2.46 2.42
H6 -1.03 -3.39 2.04
C4 -1.86 -0.32 2.92
N3 1.56 1.03 -1.78
N4 -2.71 -1.06 3.54
H7 0.06 2.88 -0.70
H8 -1.18 -0.41 -0.97
O1 1.82 1.75 -0.62
C5 0.57 -0.93 -2.78
H9 -1.88 0.76 3.02
H10 2.44 0.59 -2.07
C6 -0.94 -1.11 2.12
H11 0.32 0.33 1.25
H12 1.32 -1.70 -2.52
C7 0.49 0.13 -1.70

Summary:
LUMO level: -0.245 eV
SMILES: [H]/N=C(\C)NOC.C=C1C=NN=C1
energy above the lowest of the compared OMol25 structures with the same formula, charge and spin: 90.75 kcal per mole
Kohn-Sham gap: 9.3 eV


Record 10
The following is a quantum chemistry calculation of C29H58BBr16FO4P as an isolated structure in a non-equilibrium geometry, from the OMol25 dataset.

Positions of all 110 atoms, in Å:
Br1 4.52 6.65 -3.01
C1 -3.61 -5.63 -5.08
H1 2.09 1.90 5.50
C2 4.02 3.77 -0.76
H2 -5.60 -5.14 -4.43
H3 2.87 -9.85 4.33
O1 1.99 1.01 -1.73
C3 -3.17 2.58 4.74
Br2 -5.42 -1.15 2.67
H4 -2.28 4.47 0.89
Br3 -6.95 -1.84 5.95
H5 -3.50 -6.66 -4.75
Br4 2.12 -7.47 4.36
C4 -0.35 -2.00 -8.66
H6 1.60 2.81 -4.27
C5 -1.69 -1.80 -3.53
C6 -0.64 -1.30 1.24
H7 -0.35 -0.39 1.88
B1 1.74 0.97 -0.25
H8 3.72 -8.13 6.74
Br5 1.76 2.43 1.69
H9 3.97 -9.89 6.69
H10 -1.03 -2.29 -6.61
H11 -8.35 -0.10 4.90
C7 -1.59 -0.76 0.09
H12 1.78 -9.52 5.69
H13 3.08 1.36 4.12
C8 -1.22 2.91 -1.57
H14 4.86 -3.41 5.77
C9 1.89 3.49 -1.82
H15 6.06 8.45 -3.81
C10 2.66 -9.17 5.15
H16 -1.30 2.98 1.27
C11 -7.34 -0.43 4.66
F1 -3.34 1.74 -0.83
C12 -1.87 -0.33 -2.88
H17 -3.13 4.43 5.91
Br6 4.78 -2.09 3.68
C13 3.32 -4.37 4.62
H18 1.90 3.67 3.84
C14 -0.19 1.75 -1.21
H19 3.35 -2.47 5.69
C15 3.82 -8.99 6.09
O2 0.48 1.75 0.08
H20 3.10 -5.06 5.44
C16 -2.54 2.94 -0.68
C17 1.46 0.61 -4.34
H21 -2.49 -2.00 -4.32
Br7 5.50 -8.77 5.11
H22 -0.63 -1.93 -3.96
C18 0.96 2.01 -3.73
H23 3.40 3.71 0.19
H24 0.32 -1.76 0.87
H25 -1.21 -1.99 1.96
H26 -3.20 3.77 -1.11
H27 -0.77 -1.82 -9.65
H28 -3.40 1.86 5.52
H29 8.09 7.85 -2.29
H30 -0.79 3.96 -1.56
Br8 0.44 -3.78 -8.69
H31 -1.63 3.47 5.94
O3 3.32 3.40 -1.96
H32 -2.96 -0.31 -2.51
O4 0.73 0.05 -5.19
C19 7.05 7.60 -2.07
H33 1.83 -0.10 0.27
H34 1.53 3.93 -0.84
C20 -4.57 -4.83 -4.23
Br9 -4.29 -5.17 -2.34
H35 -1.83 -2.61 -2.74
H36 -2.60 2.09 3.95
H37 4.91 3.07 -0.60
H38 -3.92 -5.62 -6.13
H39 4.46 4.84 -0.79
H40 -3.09 2.89 1.55
P1 -0.70 -0.07 -1.42
H41 -1.74 0.45 -3.68
C21 1.12 2.11 -2.14
H42 -2.20 -1.66 -0.28
Br10 -1.83 -4.84 -5.07
Br11 -1.69 4.89 3.92
H43 -6.65 0.38 4.86
C22 6.25 7.49 -3.34
C23 4.01 -3.14 5.14
C24 -2.29 3.33 0.85
H44 1.54 4.23 -2.64
H45 7.02 6.70 -1.46
C25 -2.47 3.79 5.32
Br12 -3.04 -2.74 -8.02
C26 1.44 2.71 3.61
H46 -1.62 -0.82 -7.40
H47 3.89 -4.90 3.86
H48 6.75 6.83 -4.05
H49 -4.48 -3.76 -4.39
H50 0.49 -1.32 -8.50
C27 2.07 1.62 4.44
H51 -1.57 2.72 -2.64
H52 -7.75 -1.91 3.11
H53 -0.10 2.16 -4.11
Br13 6.41 9.06 -0.95
H54 -7.70 -0.23 2.55
Br14 1.59 -3.94 3.84
Br15 -4.89 3.07 3.97
H55 -2.35 -0.06 0.57
C28 -1.36 -1.86 -7.56
Br16 1.03 -0.03 4.39
C29 -7.27 -0.95 3.25
H56 0.36 2.78 3.75
H57 2.43 0.10 -4.02
H58 2.69 1.57 0.15

Summary:
LUMO level: 1.639 eV
energy above the lowest of the compared OMol25 structures with the same formula, charge and spin: 101.88 kcal per mole
Kohn-Sham gap: 5.8 eV
net charge: -1


Record 11
The following is a quantum chemistry calculation of a 2-piece molecular cluster, C3H11N3 overall in a non-equilibrium geometry, from the OMol25 dataset.

Positions of all 17 atoms, in Å:
H1 -2.11 -0.97 1.79
H2 -0.98 0.52 -1.90
H3 2.47 1.04 0.94
N1 2.58 0.18 0.41
H4 -0.24 2.01 -1.28
H5 2.72 -0.58 1.07
C1 -0.85 1.14 -1.01
H6 -1.83 1.48 -0.68
H7 -0.27 -1.61 -0.80
H8 0.35 -1.56 0.96
C2 -0.02 -1.04 0.08
H9 -2.77 -0.94 0.24
N2 1.46 -0.06 -0.39
H10 1.67 -0.03 -1.38
H11 -0.07 0.88 1.05
N3 -1.92 -0.85 0.80
C3 -0.20 0.37 0.10

Summary:
LUMO level: 0.987 eV
energy above the lowest of the compared OMol25 structures with the same formula, charge and spin: 134.56 kcal per mole
Kohn-Sham gap: 8.2 eV


Record 12
The following is a quantum chemistry calculation of a 2-piece molecular cluster, C14H33ClNO10P2S overall, from the OMol25 dataset.

Positions of all 62 atoms, in Å:
H1 1.22 -1.68 1.82
H2 0.88 0.40 -1.56
H3 2.60 -0.55 -0.33
H4 0.84 1.34 2.63
O1 -0.21 -1.35 -1.56
N1 1.09 -1.45 0.84
C1 -1.20 -0.55 1.84
O2 3.42 5.02 -2.98
P1 0.15 0.08 0.77
O3 -3.95 1.21 2.93
H5 3.18 -1.62 0.91
H6 2.63 2.81 1.94
C2 -0.70 -1.32 -2.90
H7 -3.29 2.12 0.32
H8 1.76 4.14 -0.93
H9 -2.37 -3.33 2.12
H10 -1.83 -5.46 0.69
H11 -2.49 -1.09 0.14
H12 -0.71 -1.13 2.63
O4 -0.74 3.04 -0.59
O5 -1.17 2.86 1.92
H13 -3.20 -1.20 1.72
O6 4.65 2.91 -2.46
H14 -0.74 -4.58 -0.42
C3 2.49 -2.65 -0.86
O7 -3.63 3.29 3.70
S1 3.46 3.70 -2.43
H15 -0.86 -3.03 1.23
Cl1 2.03 2.64 -3.44
H16 1.14 3.15 1.12
H17 3.48 -3.11 -0.84
H18 -1.25 -3.38 -3.28
H19 2.21 0.43 1.98
O8 -2.59 1.45 0.24
C4 2.75 3.70 -0.81
H20 -1.76 -1.06 -2.88
H21 2.31 -2.29 -1.88
C5 2.69 2.33 -0.15
H22 -0.18 -0.53 -3.46
O9 -5.54 2.23 4.18
H23 2.19 1.64 -0.83
C6 -1.95 -2.89 1.21
O10 -2.48 -3.58 0.09
H24 -2.28 -5.25 -1.02
H25 0.49 -3.07 -3.26
C7 -2.28 -1.40 1.17
C8 1.39 1.10 1.71
C9 -0.48 -2.67 -3.56
H26 -0.48 -2.56 -4.64
P2 -1.16 2.05 0.67
C10 -0.01 -0.04 -1.09
H27 3.39 4.40 -0.27
H28 3.70 1.96 0.00
H29 1.75 -3.41 -0.63
H30 -1.11 3.92 -0.41
C11 1.94 2.42 1.18
C12 -1.79 -4.77 -0.17
C13 -4.46 2.14 3.60
H31 -0.85 0.61 -1.36
C14 2.39 -1.51 0.17
H32 -2.83 3.07 3.20
H33 -1.68 0.30 2.33

Summary:
LUMO level: 1.911 eV
Kohn-Sham gap: 6.2 eV
net charge: -1